# 1
Density functional theory data (the ωB97M-V functional and the def2-TZVPD basis) for a 6-piece molecular cluster, C8H24O5 overall in a non-equilibrium geometry.

Geometry as XYZ:
```
37
Properties=species:S:1:pos:R:3:forces:R:3
O 0.590 3.279 -0.553 0.849 0.123 0.682
O 2.416 0.244 -2.078 0.824 0.239 1.424
O -0.479 0.354 -3.649 -0.121 0.261 0.695
O -1.441 3.565 1.556 -0.070 0.192 -0.227
O -0.594 -3.894 -0.685 0.093 -0.058 0.319
C 2.324 -1.088 1.710 -2.516 0.502 0.314
C 0.030 -1.156 2.692 0.617 -0.553 0.186
C -3.344 -0.109 -0.618 0.894 -0.001 -1.548
C -1.027 -0.015 0.184 -0.478 -0.031 0.193
C -2.035 0.660 -0.386 0.696 -0.990 -0.388
C 2.397 -2.258 0.660 1.236 0.924 4.052
C 0.814 -0.621 1.747 0.891 -0.597 2.173
C 0.223 0.454 0.957 -0.975 0.734 -3.534
H 3.154 -1.996 0.017 0.887 0.629 -2.734
H -1.434 -3.489 -0.890 -0.415 0.270 -0.464
H -0.725 3.207 2.087 -0.005 -0.002 -0.008
H -0.730 -4.120 0.240 0.304 -0.178 0.166
H -1.139 -1.093 0.106 -0.039 -0.199 0.655
H -4.092 0.539 -1.070 -0.203 -0.107 0.284
H 0.413 -1.930 3.336 0.366 -0.212 0.198
H 2.469 -1.337 2.788 0.422 -0.368 -1.038
H 2.989 -0.244 1.491 -0.177 -0.187 -0.191
H 1.420 -2.538 0.413 -0.982 -0.507 -1.217
H -0.091 1.297 1.564 0.310 0.132 -0.036
H 2.013 -0.610 -1.879 -0.243 0.383 -0.822
H -0.988 -0.921 2.962 -0.261 0.420 -0.628
H -1.937 1.697 -0.686 -0.374 0.194 0.582
H -0.877 -0.264 -3.025 -0.012 -0.417 -0.216
H 2.910 -3.038 1.192 -0.245 -0.990 0.277
H 0.885 3.876 0.172 -0.171 -0.509 -0.814
H -0.500 1.138 -3.081 0.152 0.211 -0.385
H 0.806 0.780 0.069 0.615 0.090 1.079
H 1.265 2.566 -0.563 -0.545 0.571 -0.062
H 2.148 0.661 -2.890 -0.669 -0.600 -0.518
H -3.586 -0.441 0.358 -1.012 -0.201 0.823
H -3.304 -1.045 -1.247 0.383 0.983 0.383
H -1.131 3.506 0.638 -0.027 -0.154 0.343
```
Positions in Å, forces in eV/Å.

Computed properties:
Orbital gap (hartree): 0.3457
Net charge: 0
SMILES string: C=C(CC)C/C=C/C.O.O.O.O.O
E (eV): -18919.988
ΔE to the lowest compared entry with this formula, charge and spin (kcal per mole): 62.2

=====

# 2
Density functional theory data (the ωB97M-V functional and the def2-TZVPD basis) for a 4-piece molecular cluster, C8H24O8 overall in a non-equilibrium geometry.

Geometry as XYZ:
```
40
Properties=species:S:1:pos:R:3:forces:R:3
O -2.235 -1.758 0.837 0.190 0.081 0.126
O -3.824 2.149 -0.790 -0.936 -0.204 1.013
O -0.889 1.067 -0.012 0.839 0.569 0.258
O 3.154 -1.231 -0.281 -0.850 0.954 -0.260
O 1.217 -0.156 1.943 -0.010 0.067 -0.752
O -5.617 3.789 -1.784 0.795 0.620 1.170
O 5.042 -2.072 -2.166 0.071 0.150 0.947
O -0.097 -2.533 -0.529 0.672 -0.577 1.281
C 0.518 1.486 0.075 -1.215 -1.485 0.576
C 1.090 1.177 1.518 -0.426 1.970 -0.236
C -4.587 4.518 -0.998 -1.858 -1.310 -0.432
C -0.318 -3.198 0.729 -0.918 -0.080 0.438
C 3.841 -2.438 -0.080 0.360 1.469 -0.591
C -1.300 -2.429 1.682 0.570 -0.519 -1.025
C 5.222 -2.303 -0.767 -0.937 -1.858 1.075
C -3.432 3.482 -0.832 0.460 2.092 -1.959
H 5.608 -3.304 -0.575 0.747 -0.208 -0.368
H -4.891 4.932 -0.036 -0.841 -1.031 0.647
H 3.021 -1.177 -1.230 -0.227 0.384 -0.164
H 1.036 0.943 -0.716 0.412 -0.247 0.221
H -0.905 0.161 0.305 0.000 -0.472 -0.145
H 3.850 -2.462 1.010 0.699 -0.879 -0.050
H -2.804 3.848 -0.019 0.074 -0.393 0.320
H -0.654 -1.833 2.327 -0.507 0.755 -0.170
H 0.474 1.656 2.280 -0.588 0.030 -0.294
H -6.324 4.389 -2.035 0.050 0.191 0.112
H 0.570 -3.372 1.338 0.683 0.674 -0.616
H 3.244 -3.234 -0.526 0.262 -0.439 0.180
H -2.548 -0.915 1.173 0.045 -0.104 0.424
H 5.865 -1.606 -0.231 -0.155 0.439 -0.341
H -2.866 3.561 -1.760 0.523 0.403 -0.066
H -0.884 -2.648 -1.066 -0.202 0.043 0.164
H -3.041 1.646 -0.554 0.317 -0.105 0.024
H 2.019 1.729 1.657 0.500 -0.144 -0.382
H -1.825 -3.151 2.309 -0.045 -0.093 0.067
H 0.508 2.521 -0.267 0.231 0.182 0.763
H 5.925 -2.033 -2.542 -0.028 0.050 -0.227
H -4.510 5.494 -1.477 1.602 -0.290 -0.813
H -0.648 -4.230 0.616 -0.505 -0.014 -0.626
H 1.997 -0.465 1.477 0.147 -0.670 -0.290
```
Positions in Å, forces in eV/Å.

Computed properties:
Orbital gap (hartree): 0.3672
Net charge: 0
SMILES string: OCCO.OCCO.OCCO.OCCO
E (eV): -25061.505
ΔE to the lowest compared entry with this formula, charge and spin (kcal per mole): 46.2

=====

# 3
Density functional theory data (the ωB97M-V functional and the def2-TZVPD basis) for a 4-piece molecular cluster, C8H24O8 overall in a non-equilibrium geometry.

Geometry as XYZ:
```
40
Properties=species:S:1:pos:R:3:forces:R:3
O -4.390 -1.964 0.628 0.120 0.204 -0.267
O 0.477 -1.510 1.687 0.308 0.071 -0.252
O -1.250 1.816 -0.130 -0.109 0.241 0.119
O 2.466 0.358 -2.761 -0.063 0.118 -0.270
O 3.550 2.796 -3.601 -0.180 0.267 -0.229
O 1.314 0.790 -0.010 -0.374 -0.054 0.527
O -2.334 -1.096 2.525 0.322 -0.132 0.194
O 2.865 -3.035 0.740 -0.245 -0.021 0.111
C -3.188 -0.211 1.820 -0.313 1.040 -0.760
C 2.185 2.706 -3.249 -0.398 -0.229 0.452
C -0.171 2.652 0.269 0.191 -0.530 -0.166
C 1.678 1.296 -3.492 0.240 -0.073 0.139
C 0.514 -2.531 0.676 -0.405 0.665 0.205
C 0.926 1.821 0.906 0.372 0.567 -0.280
C 1.561 -3.554 0.998 0.227 -0.258 -0.071
C -4.506 -0.832 1.492 -0.906 -1.351 0.108
H 1.816 1.094 -4.555 -0.069 -0.258 0.039
H 1.382 -4.440 0.377 0.076 0.012 0.011
H -2.692 0.079 0.891 0.089 -0.186 0.092
H -0.860 1.060 -0.584 0.142 0.007 -0.063
H 3.939 1.946 -3.361 0.039 -0.064 0.096
H 0.264 3.170 -0.594 -0.199 0.115 0.007
H 1.469 -3.842 2.048 -0.099 -0.019 -0.023
H 1.805 2.448 1.090 -0.104 0.066 0.127
H 3.430 -3.285 1.475 0.076 0.068 -0.079
H 0.725 -2.050 -0.285 0.106 -0.203 -0.062
H -3.377 0.740 2.331 0.232 -0.181 0.329
H -0.439 -1.368 1.958 -0.206 0.043 0.026
H 0.626 1.168 -3.225 -0.081 0.244 -0.115
H -2.384 -0.909 3.466 -0.068 -0.079 0.022
H 2.047 2.977 -2.191 0.039 -0.069 -0.029
H 1.225 -0.013 0.521 0.100 -0.469 -0.117
H 2.191 0.447 -1.840 0.097 -0.039 0.232
H -3.737 -2.575 0.982 0.006 0.084 0.186
H -0.558 3.374 0.984 -0.031 0.114 -0.045
H -0.474 -2.990 0.603 0.074 -0.191 -0.014
H -5.203 -0.162 0.991 0.344 0.313 -0.111
H 0.588 1.410 1.858 0.001 -0.225 -0.074
H -5.049 -1.175 2.388 0.295 0.247 0.196
H 1.568 3.397 -3.827 0.356 0.145 -0.193
```
Positions in Å, forces in eV/Å.

Computed properties:
Orbital gap (hartree): 0.3703
Net charge: 0
SMILES string: OCCO.OCCO.OCCO.OCCO
E (eV): -25063.506
ΔE to the lowest compared entry with this formula, charge and spin (kcal per mole): 0.0

=====

# 4
Density functional theory data (the ωB97M-V functional and the def2-TZVPD basis) for C8H24O8Tl as an isolated structure in a non-equilibrium geometry.

Geometry as XYZ:
```
41
Properties=species:S:1:pos:R:3:forces:R:3
Tl -9.282 -21.438 20.541 0.146 0.074 -0.051
O -13.670 -22.140 22.461 -2.539 0.067 -0.866
O -12.336 -19.895 17.831 0.481 0.611 -0.582
O -6.360 -18.436 22.037 0.444 -0.322 -0.338
O -5.731 -23.357 22.476 0.377 -0.986 -0.680
O -5.482 -19.602 19.601 -0.251 -1.549 -0.695
O -6.171 -24.448 19.887 -1.450 0.994 -0.316
O -10.140 -17.831 17.986 -0.373 0.096 -0.533
O -15.699 -19.824 22.586 -0.081 -1.480 0.037
C -15.866 -21.133 23.098 -0.385 2.255 0.837
C -4.989 -18.594 21.720 0.649 0.014 -1.351
C -4.998 -24.496 22.011 0.182 1.033 -1.455
C -4.774 -18.600 20.192 -0.737 1.961 1.937
C -10.989 -18.091 16.871 -0.836 -0.226 1.034
C -4.920 -24.465 20.435 0.165 -1.724 1.772
C -12.383 -18.532 17.347 0.667 -1.038 0.042
C -15.113 -22.208 22.271 2.033 -0.236 -0.129
H -15.502 -21.064 24.123 0.278 -0.561 0.056
H -9.548 -17.193 17.580 0.739 0.381 0.660
H -13.498 -22.311 23.390 0.110 -0.231 0.441
H -6.386 -18.097 22.935 -0.243 0.249 0.282
H -4.392 -17.749 22.066 0.020 -0.061 0.473
H -11.066 -17.191 16.261 -0.229 0.122 -0.095
H -13.250 -20.163 17.950 -0.250 -0.244 0.095
H -5.479 -25.436 22.281 -0.644 -0.242 -0.063
H -16.930 -21.370 23.106 0.004 -0.410 -0.091
H -6.158 -24.848 19.015 -0.014 -0.246 -0.240
H -4.558 -19.529 22.077 -0.201 -0.174 0.484
H -5.153 -17.657 19.798 0.207 0.448 -0.147
H -5.660 -23.246 23.427 0.338 -0.105 0.337
H -12.879 -17.985 18.148 0.443 0.784 -0.092
H -15.372 -22.101 21.218 0.440 0.104 0.059
H -13.033 -18.474 16.474 -0.235 -0.039 -0.290
H -3.981 -24.641 22.375 0.111 0.728 0.420
H -4.292 -23.653 20.067 0.282 0.570 0.154
H -16.507 -19.698 22.084 -0.218 0.821 -0.510
H -5.371 -19.434 18.663 -0.308 -0.376 -0.531
H -10.486 -18.836 16.255 -0.378 -0.458 -0.237
H -3.697 -18.616 20.024 0.390 -0.236 -0.126
H -15.560 -23.128 22.646 0.234 -0.356 0.239
H -4.464 -25.406 20.129 0.631 -0.008 0.057
```
Positions in Å, forces in eV/Å.

Computed properties:
Orbital gap (hartree): 0.0559
Net charge: +3
E (eV): -29721.235
ΔE to the lowest compared entry with this formula, charge and spin (kcal per mole): 62.9

=====

# 5
Density functional theory data (the ωB97M-V functional and the def2-TZVPD basis) for C8H25Li2N2O8 as an isolated structure in a non-equilibrium geometry.

Geometry as XYZ:
```
45
Properties=species:S:1:pos:R:3:forces:R:3
O -22.525 16.051 4.725 0.127 0.038 -1.179
O -17.410 3.838 7.243 -1.142 -1.118 0.371
O -20.177 4.229 7.637 -0.165 -0.030 -0.202
O -15.252 6.133 0.758 1.438 -1.042 1.412
O -12.436 4.946 0.854 -1.285 0.598 0.593
O -16.159 14.440 3.764 -0.162 -0.328 -0.970
O -19.969 8.911 5.601 0.325 0.574 1.752
O -22.496 13.036 4.086 0.747 -0.099 -0.005
N -16.415 12.912 2.144 -1.049 -4.472 -1.213
N -15.721 14.881 1.572 0.352 0.885 -0.093
C -13.426 4.616 1.843 -0.181 -0.887 -0.322
C -22.202 15.338 3.507 2.110 -0.435 1.293
C -21.463 14.012 3.838 -1.987 -0.124 -0.496
C -19.725 3.193 6.740 2.163 -0.924 0.954
C -18.338 2.692 7.304 -0.123 1.630 -0.826
C -14.650 5.583 1.992 -0.711 0.087 0.225
C -19.438 8.562 4.379 0.334 -1.272 0.104
C -16.114 14.079 2.575 0.838 3.956 3.249
Li -17.597 9.535 7.748 -0.418 0.045 -0.922
Li -20.781 7.511 8.464 0.004 0.019 -0.989
H -15.974 12.715 1.257 -0.462 -1.050 0.321
H -15.480 5.070 2.479 0.046 -0.743 -0.410
H -22.525 15.424 5.452 -0.113 -0.138 -0.125
H -17.900 1.902 6.694 -0.252 -0.004 0.089
H -13.018 5.072 0.101 0.532 -0.014 -0.789
H -20.388 2.328 6.731 -0.330 0.254 -0.151
H -16.602 12.206 2.842 0.180 -0.082 -0.489
H -18.683 9.205 3.926 0.056 0.740 0.124
H -20.194 8.369 3.618 -0.512 0.326 -0.141
H -12.872 4.348 2.743 -0.201 0.988 0.452
H -23.037 15.308 2.808 -0.223 -0.683 0.394
H -15.492 15.823 1.858 0.067 -0.139 -0.793
H -20.808 14.018 4.709 -0.034 0.858 0.183
H -14.538 6.353 2.755 0.866 0.678 -0.468
H -19.491 3.585 5.750 -0.453 0.056 -0.055
H -21.392 15.786 2.931 -0.107 1.324 0.305
H -14.510 6.529 0.294 -0.030 0.392 -0.247
H -15.752 14.477 0.647 0.202 1.176 -0.006
H -18.404 2.418 8.357 -0.244 -0.420 -0.108
H -13.802 3.623 1.596 -0.473 -0.058 -0.442
H -17.859 4.349 7.921 0.526 0.830 0.041
H -20.800 13.768 3.008 -0.255 -0.404 -0.365
H -22.058 12.317 4.546 -0.234 -0.366 -0.016
H -18.934 7.597 4.429 0.328 -0.504 0.007
H -21.126 4.307 7.518 -0.092 -0.117 -0.047
```
Positions in Å, forces in eV/Å.

Computed properties:
Orbital gap (hartree): 0.1795
Net charge: +1
E (eV): -28459.734

=====

# 6
Density functional theory data (the ωB97M-V functional and the def2-TZVPD basis) for C8H25Li2N2O8 as an isolated structure in a non-equilibrium geometry.

Geometry as XYZ:
```
45
Properties=species:S:1:pos:R:3:forces:R:3
O 0.648 -3.718 -0.771 0.825 0.228 0.556
O -3.596 2.966 -1.555 0.957 -0.174 -0.820
O 5.894 -0.720 0.681 -0.837 1.041 -0.594
O -5.138 1.817 0.720 -0.008 0.988 -0.442
O 3.263 -1.326 -0.620 -0.027 -1.847 0.129
O 1.269 3.444 3.244 0.971 2.860 3.709
O -0.166 1.646 -0.857 0.128 3.057 0.103
O -0.987 -5.493 0.857 -0.720 -0.600 -0.283
N -0.242 2.180 2.194 -7.581 -1.797 0.228
N 1.555 2.602 1.285 4.160 1.644 -2.181
C 3.737 -0.036 -0.509 -0.012 -0.012 0.273
C -0.304 -3.279 0.178 -1.187 0.200 0.551
C -4.298 1.708 -1.674 -0.805 -1.224 3.554
C -0.533 -4.265 1.369 1.193 -0.707 -1.439
C -0.127 0.254 -0.896 -1.482 -1.396 -2.103
C 0.766 2.891 2.274 4.596 -1.120 -1.555
C -4.344 1.090 -0.200 -1.264 0.184 -0.672
C 5.256 0.068 -0.326 -0.494 -0.092 -0.135
Li 0.546 2.618 -2.705 0.186 -0.961 0.598
Li -1.719 3.191 -1.103 -0.440 -1.052 0.343
H -0.272 -6.114 0.702 0.112 0.160 0.078
H 2.519 2.900 1.240 0.000 0.101 0.257
H -0.279 2.007 1.200 -1.576 -1.342 -0.499
H -1.114 2.447 2.627 -0.127 -0.280 0.436
H 0.218 -4.221 -1.467 -0.188 -0.141 0.203
H 0.465 -4.428 1.775 0.149 0.249 0.332
H 3.487 0.500 -1.425 0.093 0.630 -0.043
H 5.675 -0.066 -1.323 0.467 -0.313 0.048
H 0.851 -0.222 -0.818 -0.049 0.193 0.395
H 3.220 0.382 0.356 -0.019 0.607 0.260
H 2.626 -1.485 -1.320 0.176 0.064 -0.048
H 1.200 2.168 0.445 -0.469 -0.346 -0.526
H -1.179 -3.042 -0.427 -0.754 -0.262 0.525
H -3.358 1.051 0.263 0.536 -0.478 -0.587
H -5.323 1.816 -2.030 0.165 0.414 -0.074
H -5.470 1.203 1.379 -0.162 0.043 0.053
H 5.342 1.129 -0.088 0.720 0.036 0.297
H -4.847 0.126 -0.272 0.727 -0.475 -0.345
H -4.225 3.668 -1.376 -0.364 0.006 -0.008
H 5.576 -1.624 0.633 -0.102 -0.202 -0.197
H -3.839 0.893 -2.234 0.720 0.842 -0.558
H -0.596 -0.051 -1.831 0.913 -0.138 -1.289
H -0.033 -2.328 0.636 0.712 0.147 -0.181
H -0.927 -0.322 -0.432 0.266 0.470 2.026
H -1.197 -4.023 2.199 -0.107 0.796 -0.377
```
Positions in Å, forces in eV/Å.

Computed properties:
Orbital gap (spin up / spin down) (hartree): 0.2154 / 0.1020
Net charge: +2
Multiplicity: 2
E (eV): -28451.359